(1)
ORCA calculation (ωB97M-V/def2-TZVPD) on a cluster of 7 separate species, H14S7 in total.

Atoms and positions in Å:
S1 -1.39720 -3.27002 0.03870
S2 -3.43705 0.12139 -1.23899
S3 -1.61689 2.89983 1.04581
S4 -0.18303 -0.51216 3.18826
H1 -1.31948 -2.70321 1.23881
H2 -2.39411 -2.51634 -0.43984
H3 -4.38223 0.25254 -0.28426
H4 -2.76872 1.24336 -0.91740
H5 -0.44328 3.25182 0.47740
H6 -1.05942 2.17599 2.05596
H7 0.37853 -0.77142 4.36308
H8 0.96985 -0.48669 2.50098
S5 1.45131 2.50313 -1.73031
S6 3.60382 -0.12971 1.12164
S7 1.54004 -1.63856 -2.40145
H9 3.57266 -0.91038 0.03821
H10 3.67430 1.04084 0.46652
H11 1.35601 3.18039 -2.89306
H12 1.24516 1.31596 -2.30766
H13 0.49809 -1.99437 -1.65064
H14 1.52832 -2.71107 -3.19383

Force components x, y, z for each atom (eV/Å):
0.2489 -0.3149 -0.5090
0.1247 -0.1757 0.0565
0.1054 -0.2587 0.1171
-0.3221 0.1023 -0.4749
-0.1783 0.3272 0.2899
-0.1278 0.0702 0.2812
0.1790 0.1585 -0.0653
-0.1585 0.1208 0.0808
-0.0576 -0.1409 0.1223
-0.0163 0.1660 -0.3263
0.2183 -0.0357 0.2133
0.0989 -0.0151 0.1149
-0.0381 0.2213 -0.0141
-0.0934 0.0815 0.3652
0.3376 0.4625 0.0378
0.0047 0.1373 -0.2284
0.0093 -0.2232 -0.1590
-0.0105 -0.1464 0.1996
-0.0098 -0.1157 -0.1094
-0.1398 -0.2672 0.0023
-0.1746 -0.1540 0.0056

Its total charge is +1. As for the expectation value of S²: 0.756. The value obtained for the HOMO energy (spin up / spin down) is -0.451 / -0.450 Ha. Its spin multiplicity is 2. The energy above the lowest of the compared OMol25 structures with the same formula, charge and spin is 0.0 kJ/mol.

Atom charges from the natural (NBO) analysis, given in e for atoms 1 to 6: S -0.0979; S 0.0417; S -0.0311; S -0.3413; H 0.1645; H 0.1381



(2)
ORCA calculation (ωB97M-V/def2-TZVPD) on a cluster of 6 separate species, C19H37ClFO14S3 in total at a distorted geometry.

Atoms and positions in Å:
Cl1 -1.82455 -0.15395 -0.19396
O1 -2.70971 -1.27807 0.03132
O2 -1.70049 0.30697 -1.55301
O3 -2.24860 0.85740 0.71742
O4 -0.42633 -0.37753 0.14609
C1 1.34534 -0.22198 -2.76981
C2 1.01964 -0.60033 -1.32144
C3 1.70252 0.50681 -0.53142
O5 2.75965 0.98934 -1.37934
C4 2.74122 0.35771 -2.75141
H1 0.70323 0.56068 -3.17383
H2 1.32644 -1.11457 -3.39513
H3 1.47045 -1.58599 -1.20596
H4 -0.04918 -0.58063 -1.10851
H5 2.14371 -0.06346 0.28603
H6 0.93766 1.20971 -0.20126
H7 3.53989 -0.38294 -2.79234
H8 2.83179 1.06299 -3.57752
O6 -1.65446 4.08820 1.89412
S1 -2.33826 3.61455 3.10778
O7 -2.38816 4.39393 4.32503
O8 -3.84125 3.18652 2.64748
C5 -4.03289 2.69666 1.30305
C6 -5.42723 2.09917 1.23899
C7 -1.58329 1.97676 3.58758
H9 -3.20151 2.08723 0.94880
H10 -4.05012 3.58879 0.67703
H11 -6.25809 2.76485 1.47277
H12 -5.34747 1.26600 1.93725
H13 -5.69127 1.88220 0.20395
H14 -0.63757 2.38505 3.94397
H15 -1.42253 1.50792 2.61678
H16 -2.17073 1.49967 4.37205
O9 2.01859 -0.03423 3.52891
S2 1.63775 1.03036 2.57661
O10 1.72956 2.46207 2.82534
O11 2.51505 0.76570 1.29729
C8 3.98209 0.75124 1.45890
C9 4.70374 0.46823 0.13903
C10 0.04633 0.47496 1.84362
H17 4.13535 0.06786 2.29412
H18 4.31451 1.69565 1.88980
H19 4.24347 -0.46636 -0.18160
H20 5.78174 0.36724 0.26476
H21 4.55318 1.32395 -0.51914
H22 -0.61125 0.56999 2.70772
H23 0.07951 -0.53417 1.43295
H24 -0.25382 1.13193 1.02729
O12 0.16983 -3.37988 3.53931
S3 -0.34807 -2.24588 2.77101
O13 -1.00625 -1.08090 3.37481
O14 0.81063 -1.79899 1.64318
C11 1.71302 -2.86396 1.16334
C12 2.95115 -2.30281 0.51114
C13 -1.66422 -2.84026 1.57691
H25 1.27254 -3.63417 0.53021
H26 2.09751 -3.54294 1.92443
H27 3.28615 -1.49976 1.16763
H28 2.80650 -1.97805 -0.51926
H29 3.77162 -3.02012 0.53099
H30 -2.63243 -2.81959 2.07718
H31 -1.43215 -3.81865 1.15622
H32 -1.78637 -2.12426 0.76419
F1 0.66186 -1.56897 -6.53076
C14 -0.11207 -1.11916 -5.50153
C15 -1.07724 -0.15611 -5.76579
C16 -2.06069 0.15199 -4.75448
C17 -2.03219 -0.44566 -3.49983
C18 -0.99619 -1.33285 -3.28168
C19 0.05534 -1.61385 -4.22029
H33 -1.08877 0.23842 -6.77108
H34 -2.93053 0.78654 -4.83886
H35 -2.71381 -0.29309 -2.67611
H36 -0.87681 -1.88500 -2.36121
H37 0.76812 -2.41598 -4.09807

Force components x, y, z for each atom (eV/Å):
1.1108 1.6555 0.5609
-0.7813 1.7660 -2.8648
-1.0281 1.6696 3.6118
-0.5063 -0.1967 -0.4610
-8.5601 -3.8461 -0.9285
1.9686 0.1884 0.1488
1.4408 0.7800 -5.3094
-1.2025 -4.0258 -5.1041
-0.4117 0.8031 -1.7338
-1.1905 0.4287 2.2464
-0.3285 -0.2120 -0.0012
1.1151 1.4332 0.7800
-0.5376 0.0586 0.3241
3.2278 -1.1288 -3.4349
-1.5163 -0.4923 -2.9506
0.9511 0.5689 -0.5125
0.1551 -0.0877 0.0528
0.4780 0.4668 0.4294
-0.9986 -0.3908 2.0424
0.8320 -1.4799 -0.9553
-0.6143 -0.0961 -1.2222
0.8360 0.4584 1.4696
-0.7983 2.2480 -0.9947
0.6424 -0.1482 0.1146
-1.1480 3.2965 -0.5243
-1.2459 0.5585 0.5790
0.2313 0.1884 -0.1813
0.4074 0.3274 0.7862
-0.9134 -0.4465 -0.3922
0.4782 -0.8837 -0.0287
0.2005 -0.4846 0.1769
-1.3762 0.7614 0.9991
0.0495 -0.0516 -0.3773
-0.2291 2.0673 -0.2895
-1.1315 -1.3623 0.2575
-0.1645 -1.2067 0.7275
4.8710 3.1002 5.9780
0.3238 0.7993 1.3688
-0.3212 0.1138 1.0537
2.8960 4.2622 4.0432
0.3816 -0.5753 -0.3663
-0.2626 0.3858 -0.2513
0.6791 0.4150 -0.9083
-0.0047 -0.2781 0.5573
-0.0665 -0.6189 -0.0325
1.5664 -0.8766 -1.1412
1.2974 2.5850 2.6882
0.8848 1.1525 1.7147
-0.3550 2.0278 -0.7127
-2.3803 -2.0383 -0.7803
1.4731 -3.0508 0.3204
1.3390 -4.0980 1.2716
0.5671 -1.4289 0.2185
0.2230 0.4119 0.4672
1.6405 -0.4979 1.3252
-1.0390 0.6400 -0.5160
-0.4104 0.7251 1.0220
0.0222 -0.0183 -0.2817
0.3336 0.0293 0.5222
-0.1952 -0.3571 0.0191
0.2781 -0.2094 0.3781
0.1769 -0.0900 0.3954
1.1170 -1.3025 1.2243
0.1681 0.2326 0.2947
-0.6488 0.6357 0.5056
-1.2119 0.0316 1.0820
0.6486 -0.2673 -0.4965
0.6121 -1.9335 -2.6108
1.4119 -1.7460 -1.1172
-3.9453 -1.4722 -1.5371
-0.3184 0.2263 -0.0052
0.2427 0.4671 -1.0335
-0.8174 -0.3423 -1.9599
-0.3494 0.0920 0.1154
-0.2702 -0.3165 0.1439

Its total charge is -1. The value obtained for the HOMO energy is -0.207 Ha.

Atom charges from the Löwdin analysis, given in e for atoms 1 to 6: Cl 0.8664; O -0.2821; O -0.3191; O -0.3128; O -0.5184; C -0.1806



(3)
ORCA calculation (ωB97M-V/def2-TZVPD) on a structure of composition C14H13ClN2O12P2RuS2.

Atoms and positions in Å:
Ru1 0.23722 -0.03738 0.06890
O1 1.60454 0.71823 -2.51636
P1 2.35128 1.48855 -1.33194
O2 3.67191 1.98067 -1.68853
O3 2.16936 0.47625 -0.13446
O4 1.28852 2.65187 -0.95275
P2 0.74270 3.03899 0.52399
O5 2.04450 3.24106 1.39578
O6 -0.12718 4.20707 0.49341
O7 0.06288 1.70795 1.03602
H1 1.83035 1.06918 -3.38122
H2 2.53017 2.42490 1.56100
O8 -2.27883 -1.82053 2.85547
Cl1 -1.58906 -0.69750 2.33294
O9 -1.98655 0.53033 2.95288
O10 -0.12595 -0.87103 2.38656
O11 -1.82747 -0.58169 0.84090
S1 -1.43760 0.68341 -1.68219
C1 -2.57285 1.75381 -0.95640
N1 -2.46174 2.20074 0.31089
C2 -3.32509 3.07332 0.85156
C3 -4.37881 3.50979 0.10739
C4 -4.45688 3.01104 -1.19674
N2 -3.59247 2.16504 -1.72178
H3 -1.62786 1.93765 0.85429
H4 -3.11118 3.37896 1.86548
H5 -5.09791 4.20872 0.50183
H6 -5.26465 3.32152 -1.84958
C5 0.45460 -10.88814 -2.53053
C6 0.35565 -9.42900 -2.15612
O12 -0.66351 -8.80609 -2.18238
S2 1.95128 -8.75614 -1.67348
C7 1.54372 -7.05713 -1.41506
C8 0.54134 -6.68757 -0.52206
C9 0.26226 -5.35216 -0.31310
C10 1.00690 -4.37390 -0.98077
C11 2.01924 -4.74557 -1.87072
C12 2.27514 -6.08533 -2.09245
C13 0.74178 -3.00055 -0.74488
C14 0.50015 -1.81568 -0.51510
H7 -0.29671 -11.44056 -1.96849
H8 1.44211 -11.30277 -2.33820
H9 0.22345 -10.97886 -3.59165
H10 -0.01760 -7.44716 0.00552
H11 -0.51572 -5.05324 0.37519
H12 2.59068 -3.98213 -2.37925
H13 3.04879 -6.38398 -2.78648

Force components x, y, z for each atom (eV/Å):
-0.4431 -0.4312 0.4459
-0.0042 -0.0050 0.1585
-0.1220 -0.3577 0.2414
0.0838 0.0266 0.2280
-0.2168 0.2526 -0.6023
0.1057 0.1381 0.0644
0.0322 -0.2891 0.0061
-0.0970 0.1123 0.0541
-0.0752 -0.0458 -0.0372
0.2491 0.5846 -0.2208
0.0632 0.0850 -0.2239
0.0951 -0.1325 0.0324
0.2019 0.2238 -0.1998
0.4755 0.1662 -0.1828
0.0598 -0.4345 -0.2005
-0.4404 0.1014 0.1188
0.0078 0.0252 0.5951
0.1703 -0.0858 -0.0078
-0.0561 0.0195 -0.0746
-0.0883 0.0584 0.0559
0.1020 -0.0833 -0.0002
-0.0381 0.0059 -0.0365
-0.0315 0.0136 -0.0512
0.0348 -0.0160 0.1136
-0.0219 -0.0198 -0.0370
-0.0005 -0.0018 -0.0088
-0.0196 0.0068 -0.0155
-0.0144 0.0048 -0.0138
0.0245 0.0620 0.0296
0.0952 -0.3167 -0.0334
-0.0656 0.1762 0.0123
-0.0484 0.0442 -0.0329
-0.0054 0.0663 0.0178
-0.0490 -0.0052 0.0650
-0.0160 -0.1082 0.0059
-0.0337 0.3128 -0.0165
0.0527 -0.1038 -0.0047
0.0400 0.0392 0.0099
-0.0014 -0.2763 -0.0053
0.0122 0.1622 -0.1955
-0.0142 -0.0036 -0.0062
0.0015 0.0051 -0.0029
-0.0025 -0.0129 -0.0084
0.0037 0.0197 -0.0103
-0.0130 0.0072 0.0060
0.0058 0.0089 -0.0135
0.0017 0.0006 -0.0188

As for the expectation value of S²: 6.067. The value obtained for the HOMO energy (spin up / spin down) is -0.336 / -0.343 Ha. Its spin multiplicity is 5. The energy above the lowest of the compared OMol25 structures with the same formula, charge and spin is 33.4 kJ/mol.

Atom charges from the natural (NBO) analysis, given in e for atoms 1 to 6: Ru 1.3412; O -1.0029; P 2.5312; O -1.0625; O -1.0264; O -1.0961



(4)
ORCA calculation (ωB97M-V/def2-TZVPD) on a structure of composition C8H12F6O4Rb at a distorted geometry.

Atoms and positions in Å:
Rb1 -0.61133 1.58570 0.56885
C1 1.30559 1.45795 -2.91850
O1 1.38620 2.11960 -4.21058
O2 0.18349 1.97980 -2.22454
C2 1.54260 -0.06891 -2.92563
F1 2.69943 -0.45467 -3.60016
F2 1.80645 -0.58957 -1.67742
F3 0.58026 -0.77014 -3.53824
C3 2.71785 2.62753 -4.58125
C4 2.70418 2.56169 -6.10651
H1 2.18758 3.40605 -6.56290
H2 3.71524 2.43145 -6.49236
H3 2.13781 1.70634 -6.47485
H4 3.55283 1.98800 -4.29502
H5 2.98492 3.64406 -4.29242
H6 2.11871 1.89360 -2.33787
C5 -2.00069 -1.63289 2.77334
O3 -1.74882 -1.52122 4.15787
O4 -2.03593 -0.35501 2.27184
C6 -1.21242 -2.83562 2.07685
F4 -1.64778 -2.96248 0.84583
F5 0.13057 -2.66063 2.01744
F6 -1.29389 -3.98852 2.68613
C7 -2.77386 -1.07208 5.04468
C8 -2.29193 -1.17452 6.51072
H7 -3.12686 -1.17222 7.21142
H8 -1.83890 -2.11539 6.82316
H9 -1.56553 -0.40940 6.78468
H10 -3.66160 -1.70201 4.98799
H11 -2.89782 -0.00834 4.84175
H12 -3.04634 -1.90815 2.63570

Force components x, y, z for each atom (eV/Å):
-0.1815 -0.5784 -0.2833
-1.7096 3.8758 2.5598
1.6955 -0.4107 0.1869
1.4375 -2.4936 -1.0330
0.9465 -0.8310 -0.7453
-0.4735 0.8708 -0.0267
-1.1243 0.7334 -0.6712
-0.1689 0.0797 0.6900
-1.1252 -1.4588 -1.4287
-0.1607 -0.0360 -0.4049
0.3038 0.2782 0.0230
0.0858 0.4225 -0.1746
0.0578 -0.2573 0.4101
-0.3268 -0.3055 0.6484
-0.6456 0.1549 0.6150
1.0873 -0.5754 -0.0581
-2.4487 2.9770 -0.3484
1.1441 -1.8422 1.5614
1.7699 -1.0410 -1.1335
1.2750 2.8253 1.3461
-0.5153 -0.2399 -1.1508
0.5326 0.8575 -0.3972
-1.2805 -1.6883 0.9956
1.5503 -0.2850 0.2362
0.2070 -0.4213 0.1455
-0.3584 0.7103 -0.1379
0.2984 -0.3301 -0.7833
-0.1525 0.1736 -0.0911
-0.3332 0.2644 -0.5611
-0.8306 -0.0546 -0.1988
-0.5565 -1.3741 0.2099

Its total charge is -1. The value obtained for the HOMO energy is -0.166 Ha. The energy above the lowest of the compared OMol25 structures with the same formula, charge and spin is 198.8 kJ/mol.

Atom charges from the natural (NBO) analysis, given in e for atoms 1 to 6: Rb 0.9807; C 0.2843; O -0.5526; O -0.9714; C 0.9313; F -0.3707